(1)
ORCA calculation (ωB97M-V/def2-TZVPD) on a structure of composition C3H4O2Tl at a distorted geometry.

```
10
Properties=species:S:1:pos:R:3:mulliken_spin:R:1
O -0.670 -1.137 -0.063 0.0308
C -1.009 0.109 0.077 -0.0032
Tl 0.882 1.552 -0.173 0.1751
O -2.107 0.577 0.120 0.3214
C 0.751 -1.458 -0.230 -0.0056
H 0.851 -2.406 0.315 0.0324
H 0.892 -1.658 -1.300 0.0020
C 1.660 -0.372 0.274 0.4292
H 1.818 -0.422 1.362 0.0060
H 2.642 -0.445 -0.217 0.0119
```

- spin multiplicity = 2
- <S²> = 0.799
- largest force on an atom (eV Å⁻¹) = 7.2
- net charge = +2
- highest occupied orbital energy (alpha / beta) (eV) = -19.799 / -22.186
- lowest unoccupied orbital energy (alpha / beta) (eV) = -14.056 / -13.325

(2)
ORCA calculation (ωB97M-V/def2-TZVPD) on a cluster of 2 separate species, C2H8S in total.

```
11
Properties=species:S:1:pos:R:3:lowdin_charge:R:1
C -0.671 -1.049 -1.609 -0.4772
S -1.628 0.513 -1.452 0.5925
H -1.392 -1.855 -1.547 0.0165
H 0.027 -1.113 -0.783 0.0011
H -0.118 -1.125 -2.541 0.0271
H -2.079 0.151 -0.244 -0.1609
C 1.178 0.893 1.631 -0.0479
H 1.366 0.311 0.731 0.0011
H 0.768 1.869 1.368 0.0191
H 0.456 0.365 2.257 0.0184
H 2.093 1.040 2.189 0.0102
```

- spin multiplicity = 1
- largest force on an atom (eV Å⁻¹) = 0.5
- highest occupied orbital energy (eV) = -9.064
- lowest unoccupied orbital energy (eV) = 0.928
- structure (SMILES) = CS.C

(3)
ORCA calculation (ωB97M-V/def2-TZVPD) on a structure of composition C5H7NO.

```
14
Properties=species:S:1:pos:R:3:lowdin_charge:R:1
N 2.569 0.090 0.258 0.1635
C 1.387 -0.185 -0.073 -0.4745
O 0.809 -1.402 -0.265 -0.0305
C -0.449 -1.055 -0.857 -0.0482
C -1.372 -0.634 0.301 -0.1650
C -0.905 0.821 0.453 -0.1498
C 0.304 0.760 -0.486 -0.0885
H 3.105 -0.758 0.445 0.0652
H -0.187 0.006 -1.502 0.1341
H -1.152 -1.256 1.173 0.1173
H -2.430 -0.740 0.050 0.1034
H -0.662 1.177 1.460 0.1160
H -1.648 1.502 0.028 0.1159
H 0.630 1.674 -0.987 0.1411
```

- spin multiplicity = 1
- largest force on an atom (eV Å⁻¹) = 0.3
- highest occupied orbital energy (eV) = -8.343
- lowest unoccupied orbital energy (eV) = 0.213